Entry 1:
Density functional theory data (ωB97M-V with the def2-TZVPD basis set) for C16H29Br2ClNO6P in the gas phase.

The calculation puts the HOMO-LUMO gap at 9.6 eV. Its net charge is 0. The energy is -7082.864850 Eh. The max |F| comes out at 5.6 eV Å⁻¹. The SMILES is CCOP(=O)(CC[C@@]1(Cl)[C@H](C[C@@H](O)CN)OC(=O)[C@H]1[C@H](Br)[C@@H](C)Br)OCC.

Last column: natural (NBO) charge in e.
Geometry (Å):
C (-0.2108, 4.5643, 0.5970)  -0.62
C (-1.4836, 3.7601, 0.2887)  -0.07
O (-1.0836, 2.7045, -0.6234)  -0.80
P (-2.1839, 1.5163, -0.8054)  2.38
O (-2.3511, 1.3390, -2.2402)  -1.11
C (-1.3578, 0.0200, -0.0827)  -0.81
C (-0.6777, -0.6968, -1.2695)  -0.45
C (0.2970, -1.8339, -0.9570)  0.09
Cl (0.1399, -2.8653, -2.5178)  -0.07
C (1.8295, -1.6433, -0.8841)  0.05
C (2.4993, -0.7862, -1.9511)  -0.46
C (3.8620, -0.2014, -1.4707)  0.10
O (4.8717, -0.7632, -2.3189)  -0.72
C (3.8495, 1.3298, -1.5938)  -0.24
N (2.7878, 1.9690, -0.7977)  -0.85
O (2.2627, -3.0238, -0.7827)  -0.55
C (1.2298, -3.8802, -0.4319)  0.85
O (1.2155, -5.0127, -0.5563)  -0.51
C (0.1284, -2.8962, 0.1554)  -0.42
C (0.7101, -2.6621, 1.5842)  -0.24
Br (0.5270, -4.4119, 2.5208)  0.02
C (-0.0028, -1.5606, 2.4318)  -0.22
C (-0.1917, -1.8809, 3.9279)  -0.64
Br (1.2224, 0.0086, 2.4269)  -0.03
O (-3.5255, 1.9145, -0.0201)  -0.81
C (-4.7219, 1.2800, -0.5064)  -0.08
C (-5.1487, 0.0950, 0.4197)  -0.64
H (0.5861, 3.8635, 0.8705)  0.21
H (0.1284, 5.0957, -0.2963)  0.22
H (-0.3908, 5.2430, 1.4358)  0.21
H (-2.2261, 4.4382, -0.1401)  0.19
H (-1.8121, 3.2893, 1.2224)  0.17
H (-0.6686, 0.4031, 0.6744)  0.25
H (-2.1557, -0.6108, 0.3290)  0.23
H (-1.4673, -1.0669, -1.9206)  0.26
H (-0.1641, 0.0656, -1.8641)  0.25
H (2.1868, -1.1991, 0.0568)  0.20
H (1.8746, 0.0874, -2.1800)  0.23
H (2.6221, -1.3193, -2.8974)  0.26
H (4.0714, -0.4610, -0.4226)  0.16
H (5.6059, -0.9925, -1.7343)  0.47
H (3.8165, 1.6391, -2.6462)  0.19
H (4.8130, 1.6814, -1.1956)  0.18
H (3.2088, 2.5369, -0.0748)  0.36
H (2.1537, 1.3011, -0.3734)  0.35
H (-0.8520, -3.3697, 0.2313)  0.25
H (1.7790, -2.4711, 1.5982)  0.24
H (-0.9867, -1.3146, 2.0356)  0.23
H (-1.0204, -2.5670, 4.1068)  0.23
H (0.7413, -2.2055, 4.3905)  0.23
H (-0.4512, -0.9434, 4.4388)  0.22
H (-5.5112, 2.0365, -0.4906)  0.19
H (-4.6576, 0.9074, -1.5314)  0.22
H (-4.5688, 0.1828, 1.3416)  0.22
H (-6.2188, 0.2024, 0.6037)  0.22
H (-4.9299, -0.8351, -0.1108)  0.21

***

Entry 2:
Density functional theory data (ωB97M-V with the def2-TZVPD basis set) for a 2-piece molecular cluster, C26H42N3O4 overall.

The calculation puts the HOMO-LUMO gap at 8.7 eV. Its net charge is +1. The energy is -1480.802793 Eh. The max |F| comes out at 1.4 eV Å⁻¹.

Last column: Mulliken charge in e.
Geometry (Å):
C (1.0189, -1.6138, 1.1006)  -2.03
C (-0.0370, -0.8071, 1.0003)  -0.44
C (-0.2487, 0.3777, 1.9192)  1.10
C (0.2672, 0.0970, 3.3421)  -1.44
C (-0.0900, -1.2552, 3.9258)  -0.09
N (0.5541, -1.8141, 4.8596)  -0.73
C (0.3944, 1.6490, 1.2575)  0.60
C (1.8475, 1.9552, 1.6076)  -0.93
C (2.6089, 2.7409, 0.5208)  -0.97
C (3.2289, 1.9756, -0.6477)  -1.10
C (2.1936, 1.4621, -1.6620)  0.20
C (1.7103, 2.6189, -2.5428)  -0.72
O (0.3957, 2.4659, -3.0415)  -0.32
C (0.3005, 1.5411, -4.1008)  -0.74
C (-0.5493, 2.7723, 1.7167)  -1.00
C (-1.8665, 2.0665, 1.8016)  0.33
N (-3.0382, 2.7742, 1.7717)  -0.23
C (-3.4300, 3.3373, 0.4624)  -1.05
C (-4.0178, 2.3385, -0.5322)  0.38
C (-4.9204, 3.0519, -1.5520)  -1.45
N (-1.6914, 0.7968, 2.0036)  0.36
C (-2.8034, -0.0992, 2.4159)  -1.20
O (-2.6980, -1.3981, 1.9875)  -0.16
C (-3.2268, -1.6515, 0.6688)  -0.20
C (-2.7296, -3.0080, 0.2079)  -1.21
H (1.7797, -1.4842, 1.8558)  0.20
H (1.1193, -2.4693, 0.4552)  0.40
H (-0.7709, -0.9874, 0.2306)  0.89
H (-0.1282, 0.8695, 4.0096)  0.41
H (1.3473, 0.1979, 3.3691)  0.66
H (-0.9499, -1.7909, 3.5371)  0.53
H (1.3534, -1.2537, 5.1576)  0.25
H (0.2065, 1.6237, 0.1877)  -0.03
H (2.4043, 1.0490, 1.8435)  0.46
H (1.8822, 2.5991, 2.4853)  0.53
H (3.4118, 3.2439, 1.0626)  0.44
H (1.9667, 3.5282, 0.1236)  0.33
H (3.8819, 2.6706, -1.1815)  0.36
H (3.8723, 1.1645, -0.3096)  0.44
H (1.3288, 1.0070, -1.1882)  -0.07
H (2.6399, 0.6809, -2.2769)  0.48
H (2.4121, 2.8008, -3.3608)  0.45
H (1.6600, 3.5232, -1.9392)  0.30
H (-0.7555, 1.4047, -4.3203)  0.25
H (0.7241, 0.5715, -3.8368)  0.29
H (0.7937, 1.9169, -5.0005)  0.30
H (-0.3644, 3.0706, 2.7524)  0.37
H (-0.6309, 3.6135, 1.0376)  0.51
H (-3.8066, 2.3204, 2.2478)  0.46
H (-4.1758, 4.1035, 0.6701)  0.50
H (-2.5789, 3.8435, 0.0139)  0.38
H (-4.6113, 1.5833, -0.0167)  0.10
H (-3.2112, 1.8534, -1.0836)  0.10
H (-5.9671, 3.0085, -1.2631)  0.35
H (-4.6256, 4.0864, -1.7103)  0.38
H (-4.8486, 2.5536, -2.5173)  0.39
H (-2.7946, -0.1176, 3.5086)  0.20
H (-3.7496, 0.3401, 2.0989)  0.72
H (-4.3134, -1.6795, 0.7466)  0.44
H (-2.9003, -0.8558, -0.0022)  0.31
H (-2.8641, -3.7264, 1.0124)  0.31
H (-3.3252, -3.3328, -0.6418)  0.43
H (-1.6817, -2.9879, -0.0748)  0.20
C (4.9443, -5.3674, -1.8048)  -0.40
C (4.4184, -4.2207, -1.3834)  -0.33
C (3.0280, -3.8428, -1.7267)  0.42
O (2.5489, -2.7913, -1.3419)  -0.45
C (2.2402, -4.7847, -2.5558)  -0.31
C (2.7622, -5.9322, -2.9795)  -0.36
C (4.1576, -6.3164, -2.6365)  0.30
O (4.6326, -7.3595, -3.0191)  -0.52
H (5.9573, -5.6663, -1.5681)  0.41
H (4.9719, -3.5150, -0.7772)  0.41
H (1.2276, -4.4838, -2.7933)  0.41
H (2.2081, -6.6363, -3.5867)  0.41

***

Entry 3:
Density functional theory data (ωB97M-V with the def2-TZVPD basis set) for C27H40NOSiTe2Tl as an isolated structure.

The calculation puts the HOMO-LUMO gap (alpha / beta) at 6.8 / 6.8 eV. Its net charge is -1. Its multiplicity is 2. The energy is -2180.790550 Eh. The max |F| comes out at 0.7 eV Å⁻¹.

Last column: Mulliken spin population.
Geometry (Å):
Tl (0.3282, -3.0919, -2.7066)  0.05
C (0.6777, -3.8566, 1.4762)  0.04
C (0.1286, -3.7199, 0.0786)  -0.06
O (0.2836, -4.6726, -0.7390)  0.05
N (-0.4447, -2.6248, -0.2833)  0.83
Te (0.1782, -0.3822, 0.4877)  0.05
C (0.5933, 1.5925, 1.3060)  0.05
C (-0.1860, 2.2239, 2.2680)  -0.01
C (-1.3077, 1.5354, 2.9759)  0.00
C (0.0762, 3.5478, 2.6111)  0.00
C (1.1203, 4.2527, 2.0484)  0.00
C (1.3932, 5.6797, 2.4229)  0.00
C (1.9270, 3.5932, 1.1328)  0.00
C (1.6788, 2.2834, 0.7557)  0.00
C (2.5906, 1.6373, -0.2387)  0.00
C (-1.8847, 0.1059, 0.3327)  -0.02
C (-2.2433, 1.2382, -0.3815)  0.00
C (-1.2810, 2.0411, -1.1870)  0.00
C (-3.5640, 1.6753, -0.3605)  0.00
C (-4.5461, 0.9951, 0.3328)  0.00
C (-5.9631, 1.4843, 0.3661)  0.00
C (-4.1758, -0.1683, 0.9958)  0.00
C (-2.8626, -0.6179, 1.0105)  0.01
C (-2.5450, -1.8598, 1.7716)  0.01
H (0.8229, -4.9129, 1.6914)  0.01
H (0.0309, -3.3930, 2.2164)  -0.01
H (1.6424, -3.3517, 1.5059)  -0.01
H (-1.1918, 0.4500, 2.9412)  0.00
H (-2.2684, 1.7764, 2.5297)  0.00
H (-1.3306, 1.8440, 4.0187)  0.00
H (-0.5505, 4.0272, 3.3520)  0.00
H (0.6793, 6.0325, 3.1636)  0.00
H (1.3265, 6.3344, 1.5546)  0.00
H (2.3942, 5.7947, 2.8392)  0.00
H (2.7682, 4.1126, 0.6954)  0.00
H (3.3988, 2.3122, -0.5047)  0.00
H (2.0611, 1.3501, -1.1469)  0.00
H (3.0277, 0.7184, 0.1466)  0.00
H (-0.3658, 1.4855, -1.3995)  0.00
H (-1.0049, 2.9534, -0.6633)  0.00
H (-1.7433, 2.3142, -2.1304)  0.00
H (-3.8224, 2.5732, -0.9088)  0.00
H (-6.0562, 2.4439, -0.1385)  0.00
H (-6.3096, 1.6074, 1.3907)  0.00
H (-6.6396, 0.7849, -0.1224)  0.00
H (-4.9255, -0.7356, 1.5328)  0.00
H (-3.3939, -2.1545, 2.3800)  0.00
H (-1.6790, -1.7080, 2.4184)  0.00
H (-2.2815, -2.6691, 1.0942)  0.00
C (6.2769, -3.5613, -1.2409)  0.00
Si (5.3421, -1.9341, -1.0467)  0.00
C (6.1978, -0.6147, -2.0906)  0.00
C (5.4307, -1.4029, 0.7595)  0.00
C (3.6188, -2.1493, -1.5766)  0.01
C (2.4420, -2.3237, -1.8649)  -0.01
H (7.3101, -3.4716, -0.9136)  0.00
H (6.2742, -3.8760, -2.2776)  0.00
H (5.8006, -4.3395, -0.6597)  0.00
H (7.2264, -0.4642, -1.7746)  0.00
H (5.6758, 0.3297, -2.0086)  0.00
H (6.2012, -0.8997, -3.1359)  0.00
H (6.4596, -1.2749, 1.0792)  0.00
H (4.9652, -2.1416, 1.3985)  0.00
H (4.9121, -0.4659, 0.9113)  0.00
C (-5.1110, -0.7651, -2.3243)  0.00
Te (-3.2080, -1.7376, -2.4565)  0.00
C (-3.5034, -2.4133, -4.4634)  0.00
H (-5.9046, -1.4572, -2.5690)  0.00
H (-5.1459, 0.0918, -2.9798)  0.00
H (-5.2221, -0.4374, -1.3031)  0.00
H (-3.8278, -1.5858, -5.0784)  0.00
H (-4.2279, -3.2134, -4.4973)  0.00
H (-2.5436, -2.7744, -4.8194)  0.00

***

Entry 4:
Density functional theory data (ωB97M-V with the def2-TZVPD basis set) for C3H9N in the gas phase.

The calculation puts the HOMO-LUMO gap at 10.0 eV. Its net charge is 0. The energy is -174.340948 Eh. The max |F| comes out at 5.4 eV Å⁻¹. The SMILES is CCNC.

Last column: natural (NBO) charge in e.
Geometry (Å):
C (-1.5151, -0.5537, 0.1819)  -0.65
C (-0.6536, 0.5974, -0.2526)  -0.22
N (0.7577, 0.6824, 0.2440)  -0.64
C (1.4621, -0.4826, -0.0717)  -0.42
H (-2.2309, -0.4843, -0.6507)  0.22
H (-0.8538, -1.4164, -0.1252)  0.22
H (-1.8442, -0.4228, 1.2251)  0.21
H (-0.6414, 0.2671, -1.3170)  0.18
H (-1.0007, 1.8283, -0.4405)  0.20
H (0.6413, 0.6991, 1.3942)  0.33
H (0.9828, -1.3709, 0.4868)  0.17
H (1.2034, -0.7354, -1.2618)  0.17
H (2.6787, -0.5080, -0.1645)  0.22

***

Entry 5:
Density functional theory data (ωB97M-V with the def2-TZVPD basis set) for a 2-piece molecular cluster, C4H6Si2 overall.

The calculation puts the HOMO-LUMO gap at 8.1 eV. Its net charge is 0. The energy is -734.758330 Eh. The max |F| comes out at 3.2 eV Å⁻¹.

Last column: natural (NBO) charge in e.
Geometry (Å):
C (0.9526, 2.2212, -3.2153)  -0.14
C (-0.6787, 1.3269, 0.9553)  -0.18
C (1.0270, 1.3173, -2.4071)  -0.58
C (0.1705, 1.0706, 0.1565)  -0.55
Si (-0.5635, -2.1140, 1.5073)  0.63
Si (1.4895, 0.2467, -0.9439)  1.03
H (0.8762, 2.8623, -3.9884)  0.21
H (-1.2851, 1.2577, 1.7563)  0.21
H (0.4098, -2.9327, 0.9768)  -0.16
H (0.2303, -1.4319, 2.4726)  -0.17
H (-1.6495, -2.7166, 2.2206)  -0.15
H (-0.9790, -1.1075, 0.5094)  -0.15

***

Entry 6:
Density functional theory data (ωB97M-V with the def2-TZVPD basis set) for an isolated ion of composition C9H20N3 and charge +1.

The calculation puts the HOMO-LUMO gap at 11.5 eV. Its net charge is +1. The energy is -518.797280 Eh. The max |F| comes out at 5.0 eV Å⁻¹. The SMILES is CC1(C)[C@@H]2CC[C@H]1C[N+](N)(N)C2.

Last column: natural (NBO) charge in e.
Geometry (Å):
C (-1.1463, -2.0011, 0.0023)  -0.61
C (-1.2277, -0.4379, 0.1170)  -0.04
C (-2.7551, -0.1296, 0.0520)  -0.60
C (-0.4882, 0.2658, 1.2304)  -0.22
C (-0.5756, 1.7779, 0.7476)  -0.40
C (-0.5003, 1.7105, -0.7934)  -0.45
C (-0.6108, 0.2446, -1.1153)  -0.25
C (0.8504, -0.1731, -1.5275)  -0.13
N (1.7737, -0.1581, -0.0210)  0.05
N (2.7626, -1.2062, -0.0083)  -0.65
N (2.2914, 1.1818, -0.0741)  -0.68
C (0.9464, -0.3331, 1.2345)  -0.23
H (-1.5846, -2.4007, -0.8257)  0.22
H (-1.4720, -2.5815, 0.8908)  0.23
H (-0.1437, -2.2388, -0.0101)  0.19
H (-3.2901, -0.6436, -0.7338)  0.23
H (-2.8796, 0.8644, 0.1368)  0.20
H (-3.1784, -0.6354, 1.0000)  0.22
H (-0.7493, 0.0191, 2.3020)  0.25
H (0.2374, 2.3961, 1.3355)  0.22
H (-1.4499, 2.0669, 1.2167)  0.23
H (-1.3748, 2.2225, -1.1469)  0.25
H (0.4814, 2.0321, -1.2270)  0.22
H (-1.3070, -0.1023, -2.0402)  0.27
H (0.9426, -1.2047, -1.9453)  0.24
H (1.3837, 0.5660, -2.2000)  0.22
H (3.2720, -1.0100, -0.8459)  0.37
H (3.3319, -1.3218, 0.8466)  0.40
H (2.6234, 1.4786, -0.9360)  0.39
H (2.4620, 1.5821, 0.7932)  0.40
H (1.4605, -0.0613, 2.0472)  0.21
H (0.8976, -1.3616, 1.4394)  0.24

***

Entry 7:
Density functional theory data (ωB97M-V with the def2-TZVPD basis set) for C14H10BrCl2N2O3Pd as an isolated structure.

The calculation puts the HOMO-LUMO gap (alpha / beta) at 9.3 / 6.5 eV. Its net charge is +1. Its multiplicity is 3. The energy is -4496.758514 Eh. The max |F| comes out at 2.0 eV Å⁻¹.

Last column: Mulliken spin population.
Geometry (Å):
Pd (-0.2222, 0.7050, -0.1809)  1.37
O (-4.3788, 5.4797, 0.5510)  0.00
C (-3.3880, 4.6410, 0.3000)  0.00
C (-2.1401, 5.0183, -0.2155)  0.00
C (-1.1854, 4.0449, -0.4322)  -0.01
N (-1.3850, 2.7505, -0.1709)  0.06
C (-2.5699, 2.4078, 0.3405)  0.02
Br (-2.7031, 0.5355, 0.7576)  0.07
C (-3.5971, 3.2813, 0.5863)  -0.01
H (-4.1681, 6.3943, 0.3165)  0.00
H (-1.9280, 6.0548, -0.4387)  0.00
H (-0.2086, 4.2971, -0.8228)  0.00
H (-4.5391, 2.9505, 0.9867)  0.00
O (3.0059, -1.2267, 1.4197)  0.00
C (2.0533, -1.7537, 0.9042)  -0.01
N (0.9555, -1.0834, 0.4071)  0.16
C (0.1773, -1.8982, -0.3329)  0.01
O (-0.7449, -1.4123, -1.0027)  0.15
C (0.6761, -3.2857, -0.2180)  0.01
C (0.2202, -4.4978, -0.6915)  0.00
C (0.9530, -5.6344, -0.3515)  0.00
C (2.1097, -5.5413, 0.4048)  0.00
C (2.5736, -4.3150, 0.8822)  0.00
C (1.8343, -3.1980, 0.5668)  0.01
H (-0.6683, -4.5626, -1.2985)  0.00
H (0.6089, -6.6011, -0.6866)  0.00
H (2.6659, -6.4361, 0.6427)  0.00
H (3.4668, -4.2468, 1.4820)  0.00
Cl (1.8440, 1.9955, 0.6892)  0.06
C (2.6842, 1.4131, -0.7602)  -0.01
Cl (1.4390, 1.0606, -1.9858)  0.10
H (3.2008, 0.4831, -0.5066)  0.00
H (3.3581, 2.1801, -1.1420)  0.00

***

Entry 8:
Density functional theory data (ωB97M-V with the def2-TZVPD basis set) for C4H3NO in the gas phase.

The calculation puts the HOMO-LUMO gap (alpha / beta) at 7.6 / 9.0 eV. Its net charge is 0. Its multiplicity is 3. The energy is -284.018186 Eh. The max |F| comes out at 4.5 eV Å⁻¹.

Last column: Mulliken spin population.
Geometry (Å):
C (-1.9783, 0.0236, 0.0211)  -0.03
C (0.6769, -0.2992, -0.3683)  0.57
C (0.2813, 1.0886, 0.0617)  -0.19
C (-1.0275, 0.8654, 0.2518)  0.95
N (-2.8543, -0.6973, -0.2462)  0.57
O (1.6749, -1.1266, 0.0402)  0.10
H (-0.0337, -0.9028, -0.9726)  0.02
H (2.3514, -0.8068, 0.6491)  -0.01
H (0.9092, 1.8551, 0.5631)  0.02